Record 1
The following is a quantum chemistry calculation of a structure of composition C21H31EuO3, from the OMol25 dataset.

Output
Highest occupied orbital energy (spin up / spin down)   -1.245 / -1.377 eV
⟨S²⟩   15.7640
F_max   0.1152 Eh/bohr
Orbital gap (spin up / spin down)   3.3 / 3.4 eV
M   483.4 g/mol

```
! wB97M-V def2-TZVPD RIJCOSX def2/J DEFGRID3
* xyz -1 8
O 0.47910 0.31649 -7.88234
C 0.33903 1.61979 -8.52040
C 0.10326 1.04875 -9.91956
H 1.26501 2.19364 -8.43926
H -0.51885 2.16033 -8.11551
C 0.30564 -0.31620 -9.18561
H 0.87858 1.31190 -10.63806
H -0.90222 1.23229 -10.29846
C 1.57263 -1.05641 -9.58360
H 2.44263 -0.38707 -9.56229
H 1.47586 -1.48104 -10.59350
H 1.75014 -1.87957 -8.87574
C -0.91085 -1.22491 -9.19255
H -1.81025 -0.68582 -8.86748
H -0.73763 -2.07256 -8.51325
H -1.08650 -1.62539 -10.20177
Eu 0.14815 0.20234 -0.15994
C -2.09440 -0.39824 1.31480
C -1.93572 1.00919 1.51110
C -2.27481 1.66051 0.28484
H -1.66582 1.50248 2.44869
C -2.58702 0.65700 -0.68127
C -2.49427 -0.61589 -0.03723
H -2.74091 -1.57974 -0.49337
H -1.96434 -1.16515 2.08200
H -2.34271 2.73870 0.12792
H -2.88146 0.83787 -1.71745
C 1.29000 -1.60850 1.60542
C 0.49212 -2.37065 0.69891
C 1.11065 -2.31972 -0.59084
H -0.41527 -2.91725 0.95002
C 2.27924 -1.50389 -0.48435
C 2.38990 -1.06257 0.87245
H 3.20606 -0.46896 1.29184
H 1.13247 -1.51631 2.68638
H 0.77259 -2.83777 -1.49087
H 2.97220 -1.27087 -1.29643
O 0.24351 0.71753 -2.44109
C -0.05237 -0.24229 -3.51195
C -0.27316 0.59394 -4.75757
H -0.93370 -0.82432 -3.21713
H 0.82014 -0.90189 -3.60835
C 0.51976 1.89660 -4.50951
H -1.34921 0.82521 -4.81619
H 0.04865 0.11561 -5.68631
C 0.55787 2.05040 -2.99835
H 0.06323 2.76005 -5.00134
H 1.55178 1.78488 -4.87794
H -0.20284 2.74963 -2.62081
H 1.54385 2.36133 -2.62549
C 1.56439 2.11753 2.78048
C 1.26492 2.02565 1.35577
O 1.15772 2.66203 0.33149
H 0.92446 2.89949 3.23927
H 2.64978 2.28559 2.92316
H 1.31419 1.13827 3.23342
*
```

***

Record 2
The following is a quantum chemistry calculation of a structure of composition C21H31F2GeSi, from the OMol25 dataset.

Output
Highest occupied orbital energy   -12.150 eV
F_max   0.0492 Eh/bohr
Orbital gap   6.4 eV
M   422.2 g/mol

```
! wB97M-V def2-TZVPD RIJCOSX def2/J DEFGRID3
* xyz 1 1
C 0.24013 1.26111 4.22518
Si -0.31081 1.52177 2.44763
C -0.36917 3.35813 2.10870
H 0.64955 0.93437 1.34208
C -2.05561 0.80869 2.34573
Ge -2.45594 0.20475 0.53277
C -4.33020 -0.30659 0.35641
C -2.06236 1.67188 -0.69917
C -1.34357 -1.36649 0.20287
H -0.42937 1.83838 4.88481
H 0.17401 0.20432 4.52043
H 1.26519 1.61576 4.39442
H -1.17291 3.80737 2.71046
H 0.58881 3.81161 2.40283
H -0.55413 3.57234 1.04777
H -2.17299 -0.03210 3.05218
H -2.78652 1.58696 2.62905
H -4.50380 -0.68251 -0.66015
H -4.57653 -1.09729 1.07446
H -4.98009 0.55808 0.53319
H -2.41949 1.38396 -1.69584
H -2.59049 2.58172 -0.38575
H -0.98934 1.88620 -0.76196
H -1.51255 -1.72458 -0.81974
H -0.27925 -1.14036 0.32528
H -1.60816 -2.17171 0.90133
C -0.52372 2.33896 -4.98988
C 0.23783 1.77002 -3.84740
C -0.05423 0.49497 -3.38274
F -1.07883 -0.18870 -3.99065
C 0.56254 -0.08532 -2.28992
C 1.44683 0.69530 -1.49701
C 1.91125 0.25417 -0.21441
C 2.15573 -1.11573 0.11548
C 2.08932 -2.17879 -0.84119
C 2.02797 -3.48329 -0.38556
F 1.83459 -4.49107 -1.30066
C 2.14798 -3.83554 0.95658
C 2.03263 -5.25754 1.35734
C 2.40792 -2.79921 1.87116
C 2.43768 -1.48027 1.46433
C 1.80061 1.98206 -1.99812
C 1.21285 2.49679 -3.14533
H 0.00705 3.20882 -5.38835
H -0.63276 1.61866 -5.80799
H -1.52919 2.65011 -4.68433
H 0.30404 -1.10439 -2.02980
H 2.40269 1.00430 0.40998
H 2.07162 -1.98039 -1.91422
H 2.09422 -5.33083 2.44464
H 1.08480 -5.70042 1.02931
H 2.84483 -5.86847 0.94316
H 2.56535 -3.05774 2.91820
H 2.65869 -0.68049 2.17786
H 2.56821 2.55644 -1.47330
H 1.49709 3.48183 -3.52216
*
```

***

Record 3
The following is a quantum chemistry calculation of a structure of composition C21H31F5IrOP2, from the OMol25 dataset.

Output
Highest occupied orbital energy (spin up / spin down)   -11.279 / -14.241 eV
Energy above the lowest of the compared OMol25 structures with the same formula, charge and spin   0.0 kcal/mol
⟨S²⟩   8.7895
F_max   0.0958 Eh/bohr
Orbital gap (spin up / spin down)   5.7 / 4.9 eV
M   648.6 g/mol

```
! wB97M-V def2-TZVPD RIJCOSX def2/J DEFGRID3
* xyz 2 6
P 0.15184 1.24919 -1.91954
P 0.69309 -0.70831 1.68267
C -0.85361 0.26955 -0.43503
C -0.64670 0.33393 1.06349
H -1.34655 -0.62224 -0.81744
H -1.49077 1.16062 -0.62622
H -0.74545 1.37040 1.43251
H -1.38711 -0.28053 1.56725
C 0.41219 -2.50168 1.55820
H 1.20702 -2.96168 2.16385
H 0.53919 -2.81116 0.50431
H -0.56346 -2.83313 1.93235
C 1.20052 -0.05087 3.26820
H 0.47481 -0.32918 4.04993
H 1.26860 1.04603 3.17695
H 2.18455 -0.50105 3.47116
C -0.19823 0.54816 -3.51912
H 0.52572 1.00830 -4.20603
H -1.21001 0.73362 -3.89841
H -0.00143 -0.53052 -3.47163
C 0.07743 3.02563 -1.59060
H 0.49392 3.21457 -0.58007
H -0.93281 3.47361 -1.67347
H 0.74001 3.49087 -2.34949
Ir 1.14144 -0.09196 -0.52499
C -3.44225 -0.35918 1.51623
C -3.13130 -1.53391 0.92240
C -4.07833 -2.17038 -0.04532
C -4.55762 -1.22067 -1.19221
C -3.58005 -0.15394 -1.60324
C -3.56244 1.09896 -1.09148
C -4.44736 1.53546 0.04353
C -4.62729 0.50185 1.21047
C 2.62891 0.81968 -1.71906
H -2.92978 0.00980 2.41916
H -2.34576 -2.19861 1.29806
H -4.97006 -2.54180 0.50071
H -3.63702 -3.06578 -0.50567
H -4.76976 -1.85329 -2.07432
H -5.52881 -0.79481 -0.89045
H -2.95459 -0.41398 -2.46056
H -3.06118 1.92452 -1.61226
H -5.45184 1.82157 -0.32686
H -4.04883 2.45858 0.49108
H -4.83288 1.09595 2.12258
H -5.53847 -0.08875 1.02554
H 3.19291 1.36921 -0.96052
H 2.37283 1.50297 -2.54041
H 3.25524 0.00582 -2.10731
F 8.32859 0.20144 1.00263
C 7.04398 -0.13767 0.85760
C 6.07689 0.42748 1.70145
F 6.44573 1.28156 2.69339
C 4.74365 0.18311 1.45125
F 3.84639 0.80169 2.25529
C 4.25683 -0.65506 0.38138
O 2.99293 -0.91631 0.14766
C 5.32188 -1.22198 -0.42993
F 4.99083 -2.03363 -1.45294
C 6.66285 -0.96002 -0.20628
F 7.60097 -1.42205 -1.08043
*
```

***

Record 4
The following is a quantum chemistry calculation of a structure of composition C21H31F5IrP2, from the OMol25 dataset.

Output
Highest occupied orbital energy (spin up / spin down)   -12.594 / -14.791 eV
Energy above the lowest of the compared OMol25 structures with the same formula, charge and spin   41.2 kcal/mol
⟨S²⟩   8.7910
F_max   0.1690 Eh/bohr
Orbital gap (spin up / spin down)   5.3 / 5.2 eV
M   632.6 g/mol

```
! wB97M-V def2-TZVPD RIJCOSX def2/J DEFGRID3
* xyz 2 6
P -0.05258 -1.76604 -0.10176
P 0.04378 0.81136 -2.32527
C -0.97140 -1.44769 -1.70485
C 0.08525 -0.98619 -2.70059
H -1.75691 -0.68441 -1.43892
H -1.47250 -2.36893 -1.99416
H 1.11873 -1.31711 -2.49408
H -0.19219 -1.10864 -3.75663
C -1.38332 1.31132 -3.38483
H -1.33925 2.37165 -3.68058
H -2.32214 1.12604 -2.84473
H -1.32576 0.70412 -4.29482
C 1.14417 1.53542 -3.69883
H 0.70157 1.30491 -4.67742
H 2.17896 1.17564 -3.71164
H 1.18011 2.63221 -3.62467
C -3.23188 -3.07256 0.08437
H -4.01442 -3.49884 0.71518
H -2.99005 -3.77773 -0.70946
H -3.63161 -2.13905 -0.30222
C 1.33397 -2.95966 -0.42709
H 2.28825 -2.48563 -0.69722
H 0.90960 -3.59823 -1.20773
H 1.45821 -3.48852 0.52107
Ir -1.50499 -2.60305 0.99491
C 1.06597 3.86550 -1.34119
C -0.02947 3.05806 -1.24385
C -0.50995 2.33839 -0.00540
C 0.56227 1.44865 0.72049
C 1.79223 1.02998 -0.00756
C 2.54854 1.52757 -1.03229
C 3.31625 2.76665 -0.68840
C 2.28493 3.92709 -0.45661
C -0.53539 -4.20823 1.92163
H 0.98909 4.72455 -2.03460
H -0.85315 3.28596 -1.90521
H -1.43906 1.77111 -0.19035
H -0.80643 3.13558 0.69998
H 0.84977 1.95558 1.63723
H 0.04218 0.53979 1.09333
H 2.14650 0.08763 0.39540
H 2.92663 0.87645 -1.79749
H 4.06108 3.02103 -1.44680
H 3.81303 2.56261 0.28208
H 2.02681 3.96088 0.60841
H 2.77120 4.88322 -0.68140
H 0.12194 -3.80529 2.70962
H 0.07730 -4.76550 1.20095
H -1.28004 -4.88281 2.41426
F -3.69017 -1.74770 3.36598
C -2.40250 -1.39727 3.69991
C -1.33095 -1.69929 2.84100
C -0.07001 -1.28984 3.23946
F 1.09140 -1.79318 2.72489
C 0.08978 -0.41167 4.29872
F 1.27572 0.19815 4.47543
C -0.93943 -0.18065 5.19496
F -0.76779 0.59530 6.25606
C -2.19922 -0.68993 4.88119
F -3.25263 -0.35872 5.63218
*
```

***

Record 5
The following is a quantum chemistry calculation of a structure of composition C21H31F5OP2Pt, from the OMol25 dataset.

Output
Highest occupied orbital energy (spin up / spin down)   -10.193 / -13.883 eV
Energy above the lowest of the compared OMol25 structures with the same formula, charge and spin   27.1 kcal/mol
⟨S²⟩   6.0637
F_max   0.1070 Eh/bohr
Orbital gap (spin up / spin down)   5.0 / 5.1 eV
M   651.5 g/mol

```
! wB97M-V def2-TZVPD RIJCOSX def2/J DEFGRID3
* xyz 2 5
P 0.70816 -4.90839 -1.95526
P -0.70567 4.05358 1.68005
C 0.04938 1.68093 0.05348
C -1.05655 2.64406 0.51892
H 0.72786 2.20763 -0.63438
H 0.65494 1.33494 0.90808
H -1.46055 3.13062 -0.38375
H -1.87313 2.06360 0.97763
C -1.99127 5.28900 1.61894
H -2.04493 5.80141 2.59107
H -2.96125 4.81322 1.41595
H -1.77903 6.02163 0.83171
C 0.92582 4.74423 1.51606
H 0.87491 5.59224 0.82003
H 1.63810 4.01038 1.11933
H 1.27918 5.10869 2.49210
C -0.03832 -5.39905 -3.55547
H -0.45918 -6.39753 -3.37239
H 0.71028 -5.45351 -4.35450
H -0.85526 -4.71857 -3.82679
C 2.45884 -5.22944 -2.40402
H 3.13670 -4.60521 -1.81043
H 2.64069 -5.09730 -3.47735
H 2.63957 -6.27989 -2.12862
Pt -0.40697 -0.23440 -0.88015
C 0.80204 0.25803 -2.41618
C -0.59320 0.26742 -2.81597
C -1.29750 -0.82360 -3.60834
C -1.81419 -1.92990 -2.66158
C -0.77891 -2.11006 -1.52018
C 0.46607 -2.74379 -2.08023
C 1.75648 -2.03725 -1.83558
C 1.83641 -0.79216 -2.76784
C -0.99589 -0.90578 1.00125
H 1.22458 1.26985 -2.35471
H -0.99390 1.27925 -2.98259
H -0.64840 -1.23063 -4.39676
H -2.15829 -0.36117 -4.11006
H -2.76718 -1.61265 -2.21745
H -1.99858 -2.87228 -3.19037
H -1.20604 -2.74666 -0.72825
H 0.33570 -2.90285 -3.15900
H 2.59972 -2.70530 -2.03932
H 1.81398 -1.70804 -0.78467
H 2.82587 -0.33120 -2.63433
H 1.76208 -1.08277 -3.82676
H -0.31607 -1.71411 1.30526
H -2.01785 -1.29939 0.91294
H -0.96449 -0.09730 1.74090
F 0.91151 -0.18296 6.86312
C 0.47154 0.66260 5.91358
C 1.34425 1.10478 4.91908
F 2.62016 0.66597 4.90150
C 0.90062 1.99578 3.95382
F 1.79528 2.39861 3.00014
C -0.41028 2.47191 3.97841
O -0.91495 3.46108 3.14937
C -1.28455 1.99666 4.96526
F -2.56374 2.43226 4.95990
C -0.85381 1.09982 5.92838
F -1.70080 0.65299 6.87699
*
```

***

Record 6
The following is a quantum chemistry calculation of a structure of composition C21H31F5OP2Pt, from the OMol25 dataset.

Output
Highest occupied orbital energy (spin up / spin down)   -10.622 / -14.783 eV
Energy above the lowest of the compared OMol25 structures with the same formula, charge and spin   0.0 kcal/mol
⟨S²⟩   6.0171
F_max   0.0899 Eh/bohr
Orbital gap (spin up / spin down)   5.8 / 5.6 eV
M   651.5 g/mol

```
! wB97M-V def2-TZVPD RIJCOSX def2/J DEFGRID3
* xyz 2 5
P -3.79739 1.94046 -1.53982
P 2.10451 -1.55874 -2.49346
C -0.61497 -0.58557 -2.97457
C 0.51560 -1.54517 -3.39557
H -1.53947 -0.93654 -3.47414
H -0.79389 -0.69112 -1.89078
H 0.11990 -2.56679 -3.27398
H 0.75795 -1.39947 -4.45842
C 3.00178 -0.19275 -3.21375
H 3.86777 0.04303 -2.58316
H 2.34383 0.68875 -3.27011
H 3.33899 -0.46042 -4.22115
C 3.01183 -3.03777 -2.22665
H 3.44533 -3.36102 -3.18175
H 2.36465 -3.83667 -1.83712
H 3.83196 -2.85913 -1.51729
C -4.68762 3.35385 -0.81823
H -5.10320 3.00014 0.13560
H -5.48834 3.71595 -1.47256
H -3.97922 4.16174 -0.59835
C -5.17651 0.78050 -1.83783
H -4.78724 -0.14755 -2.27739
H -5.95484 1.20310 -2.48715
H -5.60111 0.53085 -0.85505
Pt -0.80237 1.49553 -3.47759
C -1.40093 1.00496 -5.37406
C -0.31074 1.95602 -5.39918
C -0.57675 3.42332 -5.66235
C -1.69775 3.98321 -4.77276
C -1.93278 3.15320 -3.50342
C -3.31798 2.53926 -3.37622
C -3.72608 1.50421 -4.44295
C -2.83767 1.39324 -5.69532
C -0.60047 1.82733 -1.41920
H -1.13493 -0.03052 -5.62419
H 0.65257 1.55007 -5.73414
H -0.78724 3.57151 -6.73063
H 0.33739 3.99698 -5.44538
H -1.39851 4.98756 -4.45523
H -2.63223 4.12218 -5.32035
H -1.71122 3.80272 -2.64597
H -4.04921 3.36161 -3.39466
H -4.74604 1.73057 -4.78657
H -3.78252 0.49746 -4.00787
H -3.24952 0.57432 -6.30293
H -2.88652 2.29696 -6.32436
H -1.17615 1.08329 -0.85162
H -0.88386 2.84750 -1.13196
H 0.48357 1.67893 -1.27462
F 2.26944 -2.38576 4.21573
C 2.10249 -2.03003 2.92955
C 1.36923 -2.85723 2.07540
F 0.79210 -3.97967 2.55160
C 1.22278 -2.51166 0.74192
F 0.45326 -3.27851 -0.08412
C 1.82197 -1.34830 0.25938
O 1.70705 -0.94078 -1.06230
C 2.47993 -0.48089 1.13409
F 2.94034 0.70229 0.66004
C 2.65671 -0.83466 2.46289
F 3.34387 -0.03157 3.29617
*
```